[1]
C36H61BF3N3O10 | ωB97M-V/def2-TZVPD

```
114
Properties=species:S:1:pos:R:3:mulliken_charge:R:1
C 2.8026 4.2509 1.2640 -1.25
C 1.7486 3.2375 1.7829 0.04
O 0.9299 3.9272 2.7076 -0.58
C 0.9151 2.5978 0.6286 -0.96
C 0.0602 3.6763 -0.0063 0.64
C 0.6332 4.4186 -1.0148 -0.39
C -0.0408 5.4435 -1.6338 -0.25
N 0.5738 6.2240 -2.6570 -0.58
C -1.3075 5.6973 -1.1986 0.09
C -1.9122 4.9294 -0.1986 1.22
C -1.2491 3.9013 0.4192 -0.16
B -2.0398 3.0964 1.5532 0.97
N -3.1002 2.1569 1.1139 -0.57
O -1.8313 3.2522 2.9023 -0.70
C -3.3070 5.4782 0.0212 -0.66
O -4.3198 4.9587 0.4063 -0.60
N -3.1661 6.8483 -0.4497 0.15
C -2.8491 7.8249 0.5013 0.88
F -2.8226 9.0460 -0.0151 -0.27
F -1.6667 7.6328 1.1285 -0.27
F -3.7852 7.7978 1.4658 -0.28
C -2.3214 6.7358 -1.6290 -0.58
O -2.4857 7.2945 -2.6774 -0.53
H 3.6002 4.4718 1.9682 0.29
H 3.1618 3.9001 0.2944 0.32
H 2.2676 5.1887 1.0768 0.35
H 2.2027 2.4232 2.3498 0.36
H 0.6884 4.7833 2.3435 0.39
H 0.2959 1.7960 1.0426 0.43
H 1.5642 2.1337 -0.1167 0.52
H 1.6411 4.1640 -1.3093 0.59
H 0.7188 7.1816 -2.3750 0.26
H 0.0832 6.1579 -3.5360 0.29
H -3.8359 2.7647 0.7466 0.21
H -2.7505 1.6106 0.3300 0.27
H -2.4980 3.8160 3.3080 0.31
C -0.8101 -0.4368 -3.2656 -0.11
C 0.5236 -1.0036 -3.7277 -0.27
C 1.4477 0.1889 -3.5604 -0.59
O 0.9313 0.9604 -2.4656 -0.34
C -0.3807 0.4832 -2.1352 -0.06
H -1.5213 -1.1948 -2.9466 -0.14
H -1.2671 0.1457 -4.0709 0.35
H 0.8333 -1.8121 -3.0612 -0.04
H 0.5088 -1.3892 -4.7461 0.46
H 1.4457 0.8244 -4.4530 0.28
H 2.4755 -0.1061 -3.3465 0.27
H -0.3124 -0.0629 -1.1864 0.20
H -1.0557 1.3320 -2.0003 0.04
C -8.6606 2.9684 0.7521 -0.60
C -7.7098 3.0976 1.9355 -0.25
C -7.0724 1.7166 1.9735 -0.40
O -7.0469 1.2403 0.6237 -0.39
C -7.8589 2.0875 -0.1947 -0.35
H -8.9427 3.9220 0.3077 0.33
H -9.5732 2.4531 1.0621 0.29
H -6.9516 3.8553 1.7218 0.02
H -8.2025 3.3636 2.8698 0.37
H -7.6704 1.0178 2.5689 0.31
H -6.0573 1.7335 2.3726 0.21
H -7.1956 2.6877 -0.8275 0.22
H -8.4907 1.4739 -0.8384 0.26
C 6.2501 0.3183 4.6317 -0.54
C 5.1347 0.8912 5.4951 -0.60
C 4.8004 2.1772 4.7559 -0.32
O 5.0656 1.9370 3.3676 -0.35
C 5.7937 0.7107 3.2354 -0.33
H 6.3884 -0.7559 4.7465 0.33
H 7.1958 0.8114 4.8698 0.25
H 4.2736 0.2185 5.4862 0.27
H 5.4229 1.0601 6.5316 0.35
H 5.4400 3.0024 5.0867 0.28
H 3.7583 2.4757 4.8783 0.23
H 5.1178 -0.0421 2.8141 0.18
H 6.6251 0.8556 2.5447 0.26
C 4.7560 -4.2269 -1.0532 -0.45
C 3.6241 -3.6674 -0.2062 -0.48
C 3.2854 -2.3804 -0.9438 -0.08
O 3.5782 -2.6131 -2.3295 -0.38
C 4.3199 -3.8340 -2.4536 -0.43
H 4.9004 -5.3008 -0.9395 0.25
H 5.6938 -3.7260 -0.7981 0.29
H 2.7695 -4.3493 -0.2319 0.07
H 3.8950 -3.5008 0.8358 0.41
H 3.9100 -1.5480 -0.6015 0.17
H 2.2372 -2.0952 -0.8344 0.14
H 3.6570 -4.5899 -2.8893 0.21
H 5.1620 -3.6803 -3.1292 0.28
C -3.1466 -4.8447 -0.5949 -0.54
C -3.8130 -4.6687 -1.9533 -0.61
C -3.1021 -3.4363 -2.4903 -0.47
O -1.7802 -3.4518 -1.9373 -0.33
C -1.7141 -4.4317 -0.8963 -0.31
H -3.2214 -5.8551 -0.1954 0.33
H -3.5908 -4.1578 0.1292 0.28
H -3.5983 -5.5321 -2.5879 0.28
H -4.8936 -4.5458 -1.9010 0.33
H -3.5988 -2.5169 -2.1614 0.31
H -3.0393 -3.4258 -3.5794 0.28
H -1.1257 -5.2800 -1.2646 0.14
H -1.2054 -4.0072 -0.0297 0.27
C 2.5872 -9.1737 0.3353 -0.54
C 1.9281 -8.9863 -1.0250 -0.53
C 2.6460 -7.7525 -1.5503 -0.14
O 3.9642 -7.7760 -0.9915 -0.38
C 4.0226 -8.7635 0.0439 -0.41
H 2.5072 -10.1863 0.7278 0.34
H 2.1415 -8.4899 1.0620 0.26
H 2.1428 -9.8460 -1.6642 0.26
H 0.8473 -8.8601 -0.9772 0.33
H 2.1510 -6.8327 -1.2178 -0.03
H 2.7140 -7.7350 -2.6386 0.30
H 4.6100 -9.6103 -0.3267 0.26
H 4.5280 -8.3464 0.9157 0.26
```

Summary:
**LUMO level**: -0.335 eV
**SMILES**: C[C@@H](O)Cc1cc(N)c2c(c1B(N)O)C(=O)N(C(F)(F)F)C2=O.C1CCOC1.C1CCOC1.C1CCOC1.C1CCOC1.C1CCOC1.C1CCOC1
**Charge**: 0
**Gap between HOMO and LUMO**: 8.93 eV
**Calculated total energy**: -72094.798 eV



[2]
CH2NO4 | ωB97M-V/def2-TZVPD

```
8
Properties=species:S:1:pos:R:3:nbo_charge:R:1
C -0.2403 0.2038 -0.0412 0.17
N 2.6107 2.2262 2.3957 0.83
O 3.6574 1.9345 2.4859 -0.02
O 1.7024 2.8597 2.5132 -0.06
O 1.9607 0.8250 1.1352 -0.25
O 0.6652 0.9390 1.0211 -0.10
H 0.0834 -0.4275 -0.8021 0.22
H -1.1797 0.5994 0.2655 0.21
```

Summary:
**LUMO level (alpha / beta)**: -6.104 / -6.764 eV
**Charge**: +1
**Gap between HOMO and LUMO (alpha / beta)**: 10.36 / 8.43 eV
**Calculated total energy**: -10730.725 eV



[3]
C28H59Br22ClO4PS | ωB97M-V/def2-TZVPD

```
116
Properties=species:S:1:pos:R:3:mulliken_charge:R:1
C 3.2265 -5.4780 -1.9564 -0.79
C 2.0425 -6.4610 -2.5397 -0.37
O 0.6761 -5.9302 -2.3724 -0.14
S 0.3118 -5.1962 -3.9074 0.35
C -1.4300 -5.6669 -4.4719 -0.61
C -2.5750 -5.5879 -3.3087 -0.49
C -2.4197 -6.7356 -2.1160 -0.10
Cl -3.9042 -7.8779 -2.0085 -0.20
C 0.4384 -3.3030 -3.6819 -0.81
P -0.3193 -2.6517 -2.0697 0.89
O -0.9748 -3.7232 -1.1180 -0.51
O -1.5117 -1.4203 -2.5375 -0.48
O 0.9048 -1.8188 -1.0871 -0.39
H 4.1405 -6.1105 -1.5641 0.33
H 3.6380 -4.8726 -2.8925 0.22
H 2.8669 -4.6880 -1.1701 0.20
H 2.0358 -7.5286 -2.0084 0.33
H 2.1883 -6.6149 -3.7145 0.41
H -1.7605 -4.9248 -5.3467 0.40
H -1.4121 -6.7426 -4.9885 0.39
H -3.6097 -5.8532 -3.8429 0.47
H -2.7488 -4.4933 -2.8660 0.11
H -1.4714 -7.4341 -2.3116 0.13
H -2.3191 -6.1647 -1.0828 0.20
H 0.0920 -2.7374 -4.6706 0.54
H 1.6135 -3.1002 -3.6203 0.36
H -1.0619 -0.9586 -3.3253 0.31
H 0.8193 -2.1428 -0.1218 0.15
Br 1.4194 3.4461 0.3740 -0.18
C -0.1892 2.4080 0.7455 0.04
C -0.3278 1.2512 -0.2165 -0.69
Br -0.9603 1.8550 -1.9600 -0.23
H -1.0327 3.1034 0.7128 0.63
H -0.0628 2.0449 1.7695 -0.15
H -1.0884 0.5474 0.1334 0.14
H 0.6085 0.7125 -0.3856 0.44
Br -0.2812 -2.3684 2.3322 -0.05
C 1.1714 -1.7586 3.4817 -0.52
C 1.4693 -0.2947 3.2564 -0.37
Br 2.4813 -0.0253 1.6109 -0.16
H 2.0276 -2.4109 3.2875 0.56
H 0.8159 -1.9273 4.5022 0.08
H 2.1110 0.0953 4.0515 0.38
H 0.5713 0.3250 3.1840 0.17
Br -2.8603 -3.7580 5.4424 -0.13
C -3.0618 -4.7745 3.7902 -0.51
C -2.3847 -6.1213 3.8908 -0.15
Br -0.4500 -5.9542 3.7078 -0.17
H -2.6700 -4.1508 2.9818 0.11
H -4.1412 -4.8942 3.6603 0.37
H -2.6929 -6.7707 3.0665 0.36
H -2.5726 -6.6321 4.8392 0.03
Br 0.6024 2.9776 4.5955 -0.14
C 1.5623 4.4245 3.7076 -0.45
C 2.0266 5.4634 4.7014 -0.60
Br 0.5524 6.6095 5.2650 -0.15
H 0.8955 4.8259 2.9393 0.35
H 2.4177 3.9434 3.2247 0.29
H 2.7526 6.1399 4.2416 0.37
H 2.4613 5.0334 5.6080 0.38
Br 1.2818 -3.9556 6.1643 -0.05
C 2.7345 -3.3458 7.3138 -0.61
C 3.0323 -1.8819 7.0885 -0.61
Br 4.0443 -1.6125 5.4430 -0.15
H 3.5906 -3.9981 7.1196 0.37
H 2.3790 -3.5145 8.3343 0.35
H 3.6740 -1.4919 7.8836 0.39
H 2.1343 -1.2622 7.0161 0.37
Br 4.8627 5.3236 0.9355 -0.17
C 4.6268 6.4848 -0.6135 -0.57
C 4.4730 5.6793 -1.8824 -0.08
Br 6.1924 4.9909 -2.4942 -0.11
H 5.4806 7.1679 -0.6336 0.40
H 3.7164 7.0542 -0.4055 0.35
H 4.1131 6.3111 -2.6993 -0.03
H 3.8058 4.8199 -1.7731 0.20
Br 1.8064 7.8744 -4.8834 -0.13
C 3.1093 8.8840 -5.9258 -0.38
C 4.4462 8.1811 -5.9586 -0.49
Br 5.4094 8.4175 -4.2791 -0.15
H 3.1566 9.8871 -5.4925 0.45
H 2.6818 8.9468 -6.9305 0.06
H 5.0945 8.6205 -6.7221 0.32
H 4.3666 7.1045 -6.1322 0.35
Br -5.0770 -0.6950 1.6946 -0.14
C -4.7779 0.4945 0.1784 -0.48
C -3.7803 1.5764 0.5206 -0.27
Br -4.5955 2.9662 1.6197 -0.11
H -5.7554 0.8839 -0.1198 0.42
H -4.3906 -0.1499 -0.6160 0.26
H -3.4434 2.0907 -0.3840 0.25
H -2.9091 1.2063 1.0681 0.09
Br 2.5655 6.0698 -8.4177 -0.11
C 2.7571 7.7100 -9.4552 -0.51
C 3.7489 7.5322 -10.5810 -0.58
Br 5.5833 7.5795 -9.9195 -0.14
H 3.0343 8.5014 -8.7531 0.18
H 1.7579 7.9144 -9.8503 0.40
H 3.6811 8.3624 -11.2897 0.35
H 3.6285 6.5891 -11.1209 0.39
Br -0.7319 -7.9346 7.2719 -0.11
C -2.3405 -8.9728 7.6434 -0.66
C -2.4791 -10.1295 6.6814 -0.53
Br -3.1115 -9.5257 4.9379 -0.13
H -3.1840 -8.2774 7.6108 0.38
H -2.2141 -9.3358 8.6674 0.37
H -3.2397 -10.8333 7.0313 0.34
H -1.5427 -10.6682 6.5123 0.36
Br -6.8911 4.6333 -1.4526 -0.13
C -7.0618 5.8446 0.0663 -0.49
C -8.2872 5.5212 0.8887 -0.57
Br -9.9102 6.1677 0.0214 -0.14
H -7.0644 6.8619 -0.3352 0.40
H -6.1519 5.6931 0.6540 0.22
H -8.2538 6.0395 1.8512 0.35
H -8.4231 4.4502 1.0627 0.35
```

Summary:
**LUMO level**: -4.329 eV
**Charge**: +1
**Gap between HOMO and LUMO**: 6.74 eV
**Calculated total energy**: -1611756.124 eV



[4]
C36H44N5O3PPdTe | ωB97M-V/def2-TZVPD

```
91
Properties=species:S:1:pos:R:3:lowdin_spin:R:1
Pd -0.2787 -1.0179 1.1924 0.72
O -2.1867 -1.3696 4.9568 0.00
C -1.4458 -1.6912 4.0080 0.00
O -0.3210 -1.2277 3.7146 0.00
C -2.0701 -2.6752 3.0169 0.00
C -2.8444 -3.7417 3.5238 0.00
C -3.4266 -4.6087 2.6547 0.00
C -3.2837 -4.3984 1.2625 0.00
C -3.8731 -5.2517 0.3005 0.00
C -3.7198 -5.0082 -1.0337 0.00
C -2.9656 -3.8954 -1.4613 0.00
C -2.3850 -3.0581 -0.5513 0.00
C -2.5273 -3.2894 0.8323 0.01
N -1.9169 -2.4456 1.7277 0.04
H -2.9428 -3.8306 4.5956 0.00
H -4.0029 -5.4560 3.0071 0.00
H -4.4462 -6.1035 0.6462 0.00
H -4.1693 -5.6666 -1.7649 0.00
H -2.8430 -3.7083 -2.5205 0.00
H -1.7909 -2.2150 -0.8739 0.00
C 2.8237 -1.0016 2.5912 0.00
C 2.1343 -1.3886 1.3092 0.00
O 1.9163 -2.5760 1.0238 0.07
N 1.7719 -0.3263 0.5190 0.06
Te 1.1185 -0.9433 -1.2662 0.01
C 2.7534 -1.1422 -2.6095 0.01
C 2.4381 -0.9374 -3.9547 0.00
C 1.0598 -0.5900 -4.4567 0.00
C 3.4633 -1.0870 -4.8863 0.00
C 4.7521 -1.4320 -4.5191 0.00
C 5.8405 -1.5790 -5.5452 0.00
C 5.0210 -1.6530 -3.1712 0.00
C 4.0439 -1.5190 -2.1984 0.00
C 4.3903 -1.7542 -0.7580 0.00
C 0.6561 1.0926 -1.7134 0.00
C -0.6697 1.4216 -2.0107 0.00
C -1.7748 0.4010 -2.0857 0.00
C -0.9907 2.7472 -2.2946 0.00
C -0.0354 3.7493 -2.2746 0.00
C -0.3867 5.1748 -2.5993 0.00
C 1.2696 3.3977 -1.9496 0.00
C 1.6503 2.0901 -1.6684 0.00
C 3.0908 1.8552 -1.2952 0.00
H 3.9000 -1.1082 2.4338 0.00
H 2.5129 -1.6748 3.3855 0.00
H 2.6144 0.0310 2.8580 0.00
H 0.2746 -1.1229 -3.9127 0.00
H 0.9689 -0.8668 -5.5055 0.00
H 0.8581 0.4785 -4.3669 0.00
H 3.2318 -0.9390 -5.9357 0.00
H 5.4590 -1.4296 -6.5537 0.00
H 6.2905 -2.5713 -5.4934 0.00
H 6.6342 -0.8509 -5.3706 0.00
H 6.0235 -1.9378 -2.8706 0.00
H 5.4263 -2.0736 -0.6569 0.00
H 3.7609 -2.5235 -0.3131 0.00
H 4.2667 -0.8393 -0.1746 0.00
H -1.6834 -0.3487 -1.3027 0.00
H -1.7850 -0.1074 -3.0532 0.00
H -2.7470 0.8810 -1.9679 0.00
H -2.0181 2.9941 -2.5436 0.00
H -1.4626 5.3044 -2.7078 0.00
H 0.0855 5.4833 -3.5335 0.00
H -0.0350 5.8521 -1.8199 0.00
H 2.0288 4.1718 -1.9142 0.00
H 3.6450 2.7907 -1.3499 0.00
H 3.5786 1.1467 -1.9599 0.00
H 3.1568 1.4716 -0.2773 0.00
C -3.4893 3.1423 2.8519 0.00
N -3.3071 1.8359 3.6128 0.00
C -2.3401 2.0630 4.7971 0.00
N -1.1312 2.6620 4.3498 0.00
C -1.3865 3.8879 3.6059 0.00
N -2.2332 3.6619 2.4321 0.01
C -1.5646 2.8361 1.4103 0.01
P -1.0960 1.1447 2.0438 0.05
C -2.7918 0.7654 2.6982 0.00
C -0.2872 1.7244 3.6042 0.01
H -3.9791 3.8373 3.5344 0.00
H -4.1395 2.9307 2.0035 0.00
H -4.2027 1.5354 3.9984 0.00
H -2.1677 1.0804 5.2407 0.00
H -2.8726 2.7217 5.4838 0.00
H -0.4381 4.3142 3.2843 0.00
H -1.8886 4.6037 4.2592 0.00
H -0.6610 3.3556 1.0848 0.00
H -2.2077 2.7460 0.5322 0.00
H -2.8111 -0.1599 3.2636 0.00
H -3.4783 0.6861 1.8530 0.00
H 0.6456 2.2252 3.3364 0.00
H -0.0543 0.8476 4.2063 0.00
```

Summary:
**LUMO level (alpha / beta)**: -2.226 / -2.693 eV
**Multiplicity**: 2
**Charge**: +1
**⟨S²⟩**: 0.7548
**Gap between HOMO and LUMO (alpha / beta)**: 7.90 / 7.75 eV
**Calculated total energy**: -71695.187 eV



[5]
C3H4MgO3 | ωB97M-V/def2-TZVPD

```
11
Properties=species:S:1:pos:R:3:nbo_charge:R:1
O -1.8109 0.1369 1.1868 -0.39
C -1.3029 0.1903 0.1076 0.82
C -0.6301 1.2581 -0.6592 -0.68
H -0.5759 0.9794 -1.7159 0.30
H -0.0515 1.9869 -0.0791 0.30
H -1.8371 1.6128 -0.5733 0.23
Mg 0.4583 -1.6125 2.2112 0.93
O 0.1976 -0.3436 0.2862 -0.80
C 1.1167 -0.7511 -0.5922 0.49
O 1.7813 -1.6379 0.1020 -0.74
H 2.6545 -1.8192 -0.2742 0.54
```

Summary:
**LUMO level (alpha / beta)**: -5.806 / -5.813 eV
**Multiplicity**: 2
**Charge**: +1
**⟨S²⟩**: 0.7512
**Gap between HOMO and LUMO (alpha / beta)**: 5.74 / 8.38 eV
**Calculated total energy**: -14749.829 eV



[6]
C4H8O2 | ωB97M-V/def2-TZVPD

```
14
Properties=species:S:1:pos:R:3:nbo_charge:R:1
C 1.9566 0.0230 -0.3717 -0.26
O 0.7892 -0.7056 -0.0398 -0.53
C -0.4175 -0.0050 -0.2349 0.00
C -1.5489 -0.9843 0.0396 -0.62
C -0.5233 1.1649 0.7317 0.42
O -0.9628 2.2498 0.4391 -0.51
H 2.5892 -0.6037 -1.0088 0.19
H 1.7233 0.9470 -0.9176 0.18
H 2.5194 0.2862 0.5330 0.18
H -0.4854 0.3965 -1.2577 0.18
H -1.4164 -1.8703 -0.5871 0.23
H -1.5293 -1.3022 1.0880 0.21
H -2.5188 -0.5274 -0.1769 0.22
H -0.1754 0.9311 1.7631 0.11
```

Summary:
**LUMO level**: 0.999 eV
**SMILES**: CO[C@@H](C)C=O
**Charge**: 0
**Gap between HOMO and LUMO**: 10.66 eV
**Calculated total energy**: -8371.685 eV